# 1
Here is C6H8 as an isolated structure from the Open Molecules 2025 dataset. Energies are from ωB97M-V with the def2-TZVPD basis set.

Values from the calculation:
- LUMO level: 0.9 eV
- Orbital gap: 9.025 eV
- Energy relative to the best compared isomer or geometry (same formula, charge and spin): 92.3 kcal/mol

Geometry as XYZ:
```
14
Properties=species:S:1:pos:R:3:forces:R:3
C 1.119090 0.949670 -0.292648 0.14 -1.37 1.02
C 0.318502 -1.231314 0.759302 -0.18 0.75 -0.83
C -0.086899 0.455626 -1.002864 -1.12 0.01 0.31
C -1.717479 0.389127 0.135455 0.46 0.42 -0.46
C -0.704770 -0.606561 -0.207858 0.48 -1.09 0.44
C 1.483622 -0.603621 0.629299 -0.17 1.58 -1.11
H 2.487019 -0.774140 1.029447 -0.58 0.05 0.04
H -1.521789 1.284829 0.706094 0.36 -0.34 0.41
H 0.937326 1.487148 0.632974 -0.37 0.46 -0.07
H -1.146972 -1.370294 -0.838529 -0.23 -0.25 0.06
H -0.055375 0.412390 -2.097082 -0.52 0.12 0.53
H -2.782248 0.068059 0.152535 0.72 0.66 -0.99
H 1.763905 1.620157 -0.936312 -0.06 -1.45 0.78
H -0.093937 -2.081079 1.330187 1.08 0.44 -0.13
```
Forces are in eV/Å.

natural (NBO) population analysis, charges in e, atoms 1 to 8:
1 C -0.47
2 C -0.24
3 C -0.13
4 C -0.39
5 C -0.36
6 C -0.16
7 H 0.21
8 H 0.20

# 2
Here is an isolated molecule of C4H11NOS from the Open Molecules 2025 dataset. Energies are from ωB97M-V with the def2-TZVPD basis set.

Values from the calculation:
- LUMO level: 0.8 eV
- SMILES string: N[C@@H](CO)CCS
- Orbital gap: 9.511 eV
- Energy relative to the best compared isomer or geometry (same formula, charge and spin): 23.0 kcal/mol

Geometry as XYZ:
```
18
Properties=species:S:1:pos:R:3:forces:R:3
S -2.649891 -0.083416 -1.306063 -0.22 0.05 0.49
O 2.484654 -1.329786 0.218263 -0.05 -0.06 0.21
N 0.578708 0.224509 -1.267376 -0.45 0.17 -0.07
C -1.837623 1.063450 -0.135383 0.09 -0.44 -0.52
C 0.300989 -0.278472 0.061612 0.13 -1.70 -0.64
C -0.794626 0.452313 0.775533 -0.05 0.50 0.60
C 1.528119 -0.540296 0.919025 0.18 0.28 -0.20
H 1.202489 -0.988496 1.860032 0.15 -0.18 0.12
H -0.373166 1.258276 1.382268 0.03 0.21 0.05
H -2.650888 1.486721 0.426764 -0.22 0.35 0.28
H 0.975867 1.142673 -1.278429 0.26 0.51 0.13
H -0.123997 -1.295774 -0.080684 0.20 0.29 -0.32
H 2.060849 0.379640 1.153367 -0.06 0.21 0.05
H -1.497088 -0.440358 -1.855263 0.24 -0.11 -0.35
H -1.347907 1.825906 -0.729939 -0.19 0.28 -0.06
H -1.216778 -0.258589 1.477886 -0.35 -0.01 0.19
H 1.179276 -0.377235 -1.795395 0.39 -0.32 0.00
H 2.181019 -2.241060 0.173781 -0.07 -0.02 0.04
```
Forces are in eV/Å.

natural (NBO) population analysis, charges in e, atoms 1 to 8:
1 S -0.08
2 O -0.72
3 N -0.85
4 C -0.49
5 C -0.08
6 C -0.42
7 C -0.07
8 H 0.16

# 3
Here is an isolated molecule of C8H19NO2Si from the Open Molecules 2025 dataset. Energies are from ωB97M-V with the def2-TZVPD basis set.

Values from the calculation:
- LUMO level: 0.8 eV
- SMILES string: CCCC[Si](C)(C)COC(N)=O
- Orbital gap: 10.037 eV
- Energy relative to the best compared isomer or geometry (same formula, charge and spin): 32.6 kcal/mol

Geometry as XYZ:
```
31
Properties=species:S:1:pos:R:3:forces:R:3
Si 0.599513 0.292594 0.242928 -2.34 -1.84 0.53
O 3.531751 2.797497 0.439223 0.09 -0.16 -0.87
O 2.633513 1.171921 1.757984 0.61 2.72 0.73
N 2.853129 3.427205 2.445656 -0.63 -1.02 1.48
C -0.284252 1.609764 -0.748024 -0.29 2.20 -0.34
C 2.438894 0.391134 0.576890 -0.45 0.97 -0.77
C 0.249651 -1.450168 -0.542813 -0.27 3.01 -1.56
C -3.270564 -2.296197 -1.994927 -1.25 1.39 -0.82
C -2.045270 -2.543131 -1.213456 1.55 0.28 0.30
C -0.489982 0.057873 1.793009 1.44 0.83 1.50
C 3.041930 2.485186 1.492056 0.36 -0.12 -1.00
C -1.103380 -1.278274 -1.295290 -0.85 -1.04 1.20
H -0.932605 -1.052131 -2.321179 0.41 -0.39 -1.17
H -1.485470 -0.365995 1.712557 -0.13 0.13 -0.54
H 0.042620 1.523148 -1.811254 -0.54 0.36 0.57
H 2.625547 3.066117 3.364725 -0.07 0.63 -0.13
H -3.152641 -1.692725 -2.946072 0.13 -0.57 1.11
H 0.126714 -2.116845 0.267410 0.30 -0.98 0.71
H -3.700787 -3.224647 -2.276839 -0.72 -0.84 -0.31
H -1.397189 1.608049 -0.650649 0.76 -0.99 -0.33
H -0.229367 2.704301 -0.429896 1.05 -1.24 -0.31
H -3.970677 -1.782856 -1.333058 -0.33 0.20 -0.40
H -1.686330 -0.357190 -1.068793 0.22 -0.81 0.76
H 0.056649 -0.620593 2.456377 0.06 -0.37 -0.11
H 3.077958 4.413672 2.287862 0.02 -1.15 -0.02
H 2.949342 0.783021 -0.322551 0.02 0.14 0.63
H -1.540505 -3.381554 -1.704538 0.40 0.01 0.36
H 2.882874 -0.542542 0.788215 0.25 -1.30 0.16
H -0.523842 0.944736 2.466687 -0.31 -0.18 -0.67
H 1.060152 -1.665767 -1.254684 -0.30 -0.62 0.36
H -2.357379 -2.905602 -0.177558 0.81 0.76 -1.06
```
Forces are in eV/Å.

natural (NBO) population analysis, charges in e, atoms 1 to 8:
1 Si 1.59
2 O -0.64
3 O -0.54
4 N -0.84
5 C -1.15
6 C -0.52
7 C -0.84
8 C -0.60

# 4
Here is a 2-piece molecular cluster, C5H12O2 overall from the Open Molecules 2025 dataset. Energies are from ωB97M-V with the def2-TZVPD basis set.

Values from the calculation:
- LUMO level (spin up / spin down): -0.3 / 0.4 eV
- Orbital gap (spin up / spin down): 7.937 / 9.245 eV
- Energy relative to the best compared isomer or geometry (same formula, charge and spin): 134.0 kcal/mol

Geometry as XYZ:
```
19
Properties=species:S:1:pos:R:3:forces:R:3
O 0.501132 -0.435612 1.487806 0.13 -0.36 -0.02
O 2.343337 -1.563713 -0.140442 0.29 -0.18 -0.02
C -0.049666 0.196852 0.346250 -0.15 0.34 -0.41
C 1.915763 -0.576504 -1.083132 -0.38 -0.22 -0.35
C -2.113467 1.602248 0.933338 0.03 -0.27 -0.08
C -1.534740 0.249276 0.525625 -0.19 0.41 0.34
C 0.385249 -0.435169 -0.980139 -0.83 -0.79 -0.15
H -3.201043 1.600768 1.028606 0.07 -0.07 -0.19
H 2.465018 0.369771 -0.884611 -0.68 -0.23 -0.02
H 2.183110 -0.878788 -2.102032 0.01 -0.09 0.08
H 1.151444 -1.089726 1.179919 -0.05 0.13 0.13
H 3.289184 -1.462006 0.021792 -0.18 -0.05 -0.06
H -1.913411 -0.559447 1.133059 -0.03 -0.21 -0.06
H -0.425066 -1.372501 -1.163111 2.26 1.24 0.60
H -1.732716 1.840020 1.950722 -0.04 -0.28 -0.37
H -1.801923 2.450834 0.310931 -0.07 -0.34 -0.11
H -1.780655 -1.340192 -1.094123 -0.38 0.84 0.64
H 0.305522 1.247237 0.349487 0.00 -0.25 -0.09
H 0.012927 0.156652 -1.819945 0.20 0.38 0.16
```
Forces are in eV/Å.

natural (NBO) population analysis, charges in e, atoms 1 to 8:
1 O -0.74
2 O -0.74
3 C -0.01
4 C -0.08
5 C -0.68
6 C -0.04
7 C -0.42
8 H 0.22

Question: Number 2 is which compound?
Answer: C4H11NOS